Entry A
{"formula": "C4H8NO2", "method": "wB97M-V/def2-TZVPD", "smiles": "CC[C@]1([NH3+])OC1=O", "e_lumo_ev": -4.03, "total_charge": 1, "species": ["C", "C", "C", "N", "O", "C", "O", "H", "H", "H", "H", "H", "H", "H", "H"], "positions_angstrom": [[-0.4119, -0.2626, -1.8443], [0.2188, -0.8153, -0.5136], [-0.0563, 0.0018, 0.6882], [1.1985, 0.7810, 1.2259], [-0.8274, -0.5594, 1.7985], [-1.4461, 0.4447, 1.2441], [-2.3168, 1.1938, 1.0852], [-0.4413, -1.0062, -2.6053], [0.2142, 0.5353, -2.3366], [-1.5101, -0.0146, -1.9939], [1.2696, -1.1710, -0.5843], [-0.2991, -1.8446, -0.3903], [1.1098, 1.8225, 1.2924], [2.0785, 0.5540, 0.7875], [1.2197, 0.3404, 2.1463]], "lowdin_charge": [-0.076, -0.153, -0.245, 0.293, 0.203, -0.370, 0.257, 0.056, 0.093, 0.112, 0.130, 0.166, 0.203, 0.161, 0.172]}

***

Entry B
{"formula": "C4H8NO2", "method": "wB97M-V/def2-TZVPD", "e_lumo_ev": -4.03, "total_charge": 1, "species": ["C", "C", "C", "C", "N", "O", "O", "H", "H", "H", "H", "H", "H", "H", "H"], "positions_angstrom": [[0.1889, -1.2049, -0.4286], [-0.5810, -0.1883, 0.0715], [1.4870, -0.7806, -0.0637], [1.3142, 1.7077, -0.2424], [-2.0422, -0.7233, 0.1691], [2.4697, -1.6636, 0.1457], [1.9052, 0.4761, 0.0777], [-0.0188, -2.2056, -0.9056], [0.8144, 1.5281, -1.2190], [2.1123, 2.4675, -0.3278], [0.6845, 2.0521, 0.5098], [-1.9696, -1.7119, -0.2081], [-2.6359, -0.1440, -0.3798], [-2.5274, -0.6249, 1.0242], [3.1582, -1.5753, 0.8432]], "lowdin_charge": [-0.047, 0.020, -0.314, -0.049, 0.156, 0.168, -0.005, 0.151, 0.117, 0.119, 0.067, 0.165, 0.137, 0.136, 0.180]}

***

Entry C
{"formula": "C4H8NO2", "method": "wB97M-V/def2-TZVPD", "e_lumo_ev": -3.10, "total_charge": 1, "species": ["C", "C", "C", "C", "N", "O", "O", "H", "H", "H", "H", "H", "H", "H", "H"], "positions_angstrom": [[-4.0746, 0.2090, -0.0757], [-0.3886, 1.1853, -0.1419], [-0.1728, -1.4748, 0.0383], [1.0808, 0.9924, 0.1264], [0.0921, -0.0456, 0.5768], [-5.1683, -0.0393, 0.0483], [-2.9404, 0.2107, -0.2232], [-0.8265, 0.7652, -1.1323], [-0.5778, -1.4331, -0.9122], [0.7972, -2.0481, 0.2366], [-0.7596, -2.0276, 0.6743], [-0.8175, 2.0220, 0.3469], [1.5027, 1.6831, 0.7721], [1.7448, 0.5096, -0.5828], [-0.0207, -0.0289, 1.5245]], "lowdin_charge": [-0.415, -0.027, 0.075, 0.015, -0.054, 0.283, 0.183, 0.155, 0.075, 0.141, 0.068, 0.121, 0.110, 0.136, 0.133]}

***

entry C is favored, and the nearest alternative lies 1.541 eV above it.

***

Entry A
{"formula": "C3H6O2", "method": "wB97M-V/def2-TZVPD", "smiles": "CCC(=O)O", "e_lumo_ev": 0.79, "species": ["C", "C", "C", "O", "O", "H", "H", "H", "H", "H", "H"], "positions_angstrom": [[-1.4646, 0.2804, -0.0279], [-0.2515, -0.5661, 0.0605], [1.0203, 0.2614, 0.0447], [1.1386, 1.4440, 0.0103], [2.0845, -0.5237, -0.0681], [-2.4024, -0.3006, -0.2075], [-1.2881, 0.8765, -0.9700], [-1.5349, 0.9897, 0.8580], [-0.0299, -1.2470, 0.9323], [-0.1600, -1.3129, -0.6655], [2.8879, 0.0982, 0.0333]], "lowdin_charge": [-0.104, -0.199, -0.587, 0.114, 0.079, 0.084, 0.098, 0.105, 0.143, 0.097, 0.171]}

***

Entry B
{"formula": "C3H6O2", "method": "wB97M-V/def2-TZVPD", "e_lumo_ev": 0.12, "species": ["C", "C", "O", "C", "O", "H", "H", "H", "H", "H", "H"], "positions_angstrom": [[-1.4450, -0.1286, 0.0547], [-0.0299, 0.2860, 0.1865], [0.3018, 1.0059, 1.2064], [1.0926, -0.1733, -0.6685], [1.7435, -0.7070, 0.4183], [-2.0669, 0.3021, 0.8410], [-1.4690, -1.2223, 0.1294], [-1.8233, 0.1343, -0.9384], [1.6043, 0.6534, -1.2060], [0.7373, -0.8989, -1.4236], [1.2869, 0.6942, 1.2445]], "lowdin_charge": [0.018, -0.285, 0.115, -0.340, -0.212, 0.094, 0.115, 0.102, 0.123, 0.118, 0.151]}

***

Entry C
{"formula": "C3H6O2", "method": "wB97M-V/def2-TZVPD", "e_lumo_ev": 0.39, "species": ["O", "C", "C", "C", "O", "H", "H", "H", "H", "H", "H"], "positions_angstrom": [[-1.4489, -1.7505, 1.6601], [-0.7535, -0.6460, 1.7753], [1.2869, 0.7361, -0.8810], [-0.1745, 0.6109, -1.2068], [-0.9042, 1.5299, -1.4907], [-1.1500, -2.2204, 0.8643], [1.3980, 0.5318, 0.1911], [-1.1816, -0.2014, 2.7049], [1.8580, -0.0220, -1.4304], [1.6572, 1.7367, -1.1200], [-0.5731, -0.4275, -1.1589]], "lowdin_charge": [-0.045, 0.025, -0.069, -0.358, 0.031, 0.090, 0.059, 0.014, 0.077, 0.080, 0.096]}

***

Entry D
{"formula": "C3H6O2", "method": "wB97M-V/def2-TZVPD", "smiles": "COCC=O", "e_lumo_ev": 0.88, "species": ["C", "O", "C", "C", "O", "H", "H", "H", "H", "H", "H"], "positions_angstrom": [[-1.3677, 0.6825, 0.1289], [-0.7232, -0.4175, 0.7410], [0.3793, -0.9281, 0.0378], [1.5525, 0.0302, -0.0885], [2.7024, -0.3341, -0.0306], [-1.0069, 1.6361, 0.5423], [-1.2106, 0.6918, -0.9625], [-2.4396, 0.5957, 0.3377], [0.0829, -1.2310, -0.9837], [0.7284, -1.8202, 0.5664], [1.3025, 1.0946, -0.2888]], "lowdin_charge": [-0.116, -0.184, -0.197, -0.224, 0.057, 0.087, 0.093, 0.090, 0.134, 0.134, 0.125]}

***

entry A is favored, and the nearest alternative lies 1.414 eV above it.

***

Entry A
{"formula": "C3H6O2", "method": "wB97M-V/def2-TZVPD", "e_lumo_ev": 0.36, "species": ["O", "C", "C", "C", "O", "H", "H", "H", "H", "H", "H"], "positions_angstrom": [[-2.0101, 0.9598, -0.5608], [-1.7047, 0.5732, 0.6558], [0.6885, -0.9538, -0.1503], [1.5590, 0.2399, 0.1305], [2.4601, 0.2505, 0.9341], [-2.6759, 0.3454, -0.9127], [-0.2851, -0.8424, 0.3539], [-0.9279, 1.3175, 0.9655], [0.4920, -1.0505, -1.2234], [1.1459, -1.8595, 0.2454], [1.3156, 1.1537, -0.4562]], "lowdin_charge": [-0.055, -0.011, -0.066, -0.332, 0.040, 0.102, 0.015, 0.018, 0.086, 0.086, 0.117]}

***

Entry B
{"formula": "C3H6O2", "method": "wB97M-V/def2-TZVPD", "e_lumo_ev": 0.80, "species": ["C", "C", "C", "H", "H", "H", "H", "H", "H", "O", "O"], "positions_angstrom": [[-0.3815, 0.2500, 0.5389], [0.8899, -0.6147, 0.4044], [0.0323, 0.7563, -0.8475], [-1.8942, -0.6148, 1.4179], [-0.3785, 1.0168, 1.3232], [1.6361, -0.5720, 1.1994], [0.6177, -1.6598, 0.2206], [0.1712, 1.8354, -0.9776], [-0.6160, 0.3643, -1.6288], [-1.6231, -0.3949, 0.5123], [1.2755, 0.0551, -0.7785]], "lowdin_charge": [-0.330, -0.148, -0.129, 0.102, 0.147, 0.116, 0.123, 0.121, 0.123, -0.022, -0.103]}

***

Entry C
{"formula": "C3H6O2", "method": "wB97M-V/def2-TZVPD", "e_lumo_ev": [-0.68, -0.29], "species": ["C", "O", "C", "C", "O", "H", "H", "H", "H", "H", "H"], "positions_angstrom": [[1.0925, 1.0556, 0.4703], [-0.1371, 0.8622, 0.7734], [-0.9441, -0.1642, 0.5445], [-0.4998, -1.4567, 0.1056], [-1.2536, -2.4023, -0.0565], [1.6991, 0.2741, 0.0298], [0.2695, 0.8985, -1.7343], [1.4862, 2.0182, 0.7652], [-0.3475, 0.4668, -1.6959], [-1.9582, 0.0206, 0.8700], [0.5929, -1.5728, -0.0720]], "lowdin_charge": [-0.038, -0.093, -0.126, -0.317, 0.012, 0.076, 0.075, 0.087, 0.079, 0.128, 0.117]}

***

entry B is favored, and the nearest alternative lies 2.108 eV above it.

***

Entry A
{"formula": "C3H6O2", "method": "wB97M-V/def2-TZVPD", "smiles": "OC1COC1", "e_lumo_ev": 0.77, "species": ["O", "C", "C", "O", "C", "H", "H", "H", "H", "H", "H"], "positions_angstrom": [[-0.4826, 0.8431, -1.4551], [-0.5180, 0.0204, -0.2751], [0.6950, -0.8890, -0.0209], [1.0450, -0.1107, 1.1100], [-0.0813, 0.7240, 1.0233], [-0.4646, 0.2035, -2.3126], [-1.5928, -0.3705, -0.2394], [0.4271, -1.9773, 0.1069], [1.5107, -0.8814, -0.7356], [-0.7598, 0.5825, 1.9161], [0.2214, 1.8553, 0.8824]], "lowdin_charge": [-0.097, -0.332, -0.151, -0.114, -0.157, 0.168, 0.154, 0.128, 0.115, 0.129, 0.156]}

***

Entry B
{"formula": "C3H6O2", "method": "wB97M-V/def2-TZVPD", "smiles": "O=CCCO", "e_lumo_ev": 0.76, "species": ["O", "C", "C", "C", "O", "H", "H", "H", "H", "H", "H"], "positions_angstrom": [[-0.6919, 1.7358, -1.7075], [-0.8396, 1.1822, -0.6120], [0.4589, 0.5575, -0.0186], [0.3379, -0.7700, 0.7004], [-0.1360, -1.7125, -0.2395], [-1.8791, 1.5569, -0.7613], [1.1282, 0.4628, -0.8945], [0.9191, 1.2978, 0.6520], [1.3161, -1.0736, 1.1123], [-0.3586, -0.6510, 1.5419], [-0.3312, -2.5342, 0.2253]], "lowdin_charge": [-0.032, -0.189, -0.134, -0.293, -0.063, 0.137, 0.126, 0.121, 0.119, 0.118, 0.090]}

***

entry A is favored, and the nearest alternative lies 0.565 eV above it.

***

Entry A
{"formula": "C3H6O2", "method": "wB97M-V/def2-TZVPD", "smiles": "CO[C@H]1CO1", "e_lumo_ev": 1.10, "species": ["C", "O", "C", "C", "O", "H", "H", "H", "H", "H", "H"], "positions_angstrom": [[-1.5081, 0.8809, 0.4240], [-0.6096, 0.2569, -0.4750], [0.4966, -0.3076, 0.1100], [1.4634, -0.9512, -0.7614], [1.7450, 0.3001, -0.1255], [-2.1838, 0.1431, 0.8792], [-0.9842, 1.4295, 1.2166], [-2.1064, 1.5848, -0.1581], [0.3552, -0.6384, 1.1420], [2.0370, -1.8110, -0.4170], [1.2949, -0.8870, -1.8348]], "lowdin_charge": [-0.086, -0.098, -0.398, -0.080, -0.001, 0.090, 0.094, 0.090, 0.160, 0.111, 0.118]}

***

Entry B
{"formula": "C3H6O2", "method": "wB97M-V/def2-TZVPD", "smiles": "CC(=O)CO", "e_lumo_ev": 0.87, "species": ["C", "C", "O", "C", "O", "H", "H", "H", "H", "H", "H"], "positions_angstrom": [[-1.5422, -0.0271, -0.1507], [-0.1639, 0.0468, 0.4709], [0.0065, 0.3516, 1.6354], [1.0739, -0.2360, -0.3806], [2.1252, 0.6067, 0.0074], [-2.0897, -0.9009, 0.2176], [-1.5154, -0.0669, -1.2446], [-2.0941, 0.8639, 0.1653], [0.8686, -0.0841, -1.4457], [1.3327, -1.3023, -0.2354], [1.9984, 0.7484, 0.9605]], "lowdin_charge": [-0.008, -0.405, 0.075, -0.209, -0.052, 0.091, 0.077, 0.091, 0.120, 0.134, 0.085]}

***

entry B is favored, and the nearest alternative lies 1.450 eV above it.

***

Entry A
{"formula": "C3H6O2", "method": "wB97M-V/def2-TZVPD", "smiles": "CC=O.C=O", "e_lumo_ev": 0.88, "species": ["C", "C", "O", "H", "H", "H", "H", "C", "O", "H", "H"], "positions_angstrom": [[-0.5893, -0.2766, 1.7070], [-0.5626, -1.0390, 0.4203], [-1.3248, -0.7869, -0.4790], [-0.0406, 0.6475, 1.5347], [-1.6229, -0.0678, 1.9711], [-0.1123, -0.8093, 2.5336], [0.1921, -1.8341, 0.2775], [1.0251, 1.0354, -2.0074], [0.9499, 1.3099, -0.8426], [1.9157, 1.2865, -2.6154], [0.1696, 0.5345, -2.4998]], "lowdin_charge": [-0.054, -0.335, 0.020, 0.073, 0.083, 0.074, 0.116, -0.130, -0.014, 0.082, 0.084]}

***

Entry B
{"formula": "C3H6O2", "method": "wB97M-V/def2-TZVPD", "e_lumo_ev": 0.67, "species": ["C", "C", "C", "O", "O", "H", "H", "H", "H", "H", "H"], "positions_angstrom": [[-0.9430, -1.2533, 0.3551], [-0.3958, -0.0858, -0.1982], [0.2753, 1.0990, 0.2958], [-1.8065, -0.2162, -0.1453], [1.6426, 0.9307, 0.1676], [-0.9422, -2.1186, -0.2355], [-1.0823, -1.3249, 1.4423], [-0.0162, -0.0963, -1.7687], [-0.0225, 1.3018, 1.3040], [0.0519, 1.9217, -0.3941], [1.5543, 0.5160, -0.7818]], "lowdin_charge": [-0.097, -0.326, -0.311, -0.028, -0.078, 0.099, 0.134, 0.234, 0.133, 0.132, 0.109]}

***

Entry C
{"formula": "C3H6O2", "method": "wB97M-V/def2-TZVPD", "smiles": "O[C@@H]1C[C@@H]1O", "e_lumo_ev": 0.87, "species": ["O", "C", "C", "C", "O", "H", "H", "H", "H", "H", "H"], "positions_angstrom": [[-1.4332, -0.7701, -0.1500], [-0.7605, 0.3079, 0.3874], [0.0454, 1.2130, -0.4937], [0.7334, 0.2618, 0.4816], [1.2559, -0.8970, -0.0897], [-0.7520, -1.4071, -0.4074], [-1.2563, 0.7515, 1.2652], [0.0936, 2.2943, -0.3190], [0.0689, 0.9520, -1.5421], [1.2587, 0.5999, 1.3884], [1.8958, -0.5508, -0.7192]], "lowdin_charge": [0.004, -0.341, -0.038, -0.313, -0.020, 0.090, 0.151, 0.104, 0.111, 0.148, 0.104]}

***

Entry D
{"formula": "C3H6O2", "method": "wB97M-V/def2-TZVPD", "smiles": "O=CCCO", "e_lumo_ev": 0.84, "species": ["O", "C", "C", "C", "O", "H", "H", "H", "H", "H", "H"], "positions_angstrom": [[2.2881, -0.8216, -0.1941], [1.4205, -0.1918, 0.3997], [0.3283, 0.5809, -0.3610], [-1.0061, 0.1309, 0.1904], [-1.1973, -1.2638, -0.0273], [1.3218, -0.2282, 1.5206], [0.4607, 0.4654, -1.4338], [0.4729, 1.6759, -0.2003], [-0.9904, 0.2450, 1.3306], [-1.8190, 0.7589, -0.2335], [-1.2794, -1.3514, -0.9912]], "lowdin_charge": [0.032, -0.239, -0.162, -0.292, -0.069, 0.133, 0.114, 0.128, 0.138, 0.120, 0.097]}

***

entry D is favored, and the nearest alternative lies 0.490 eV above it.